An isolated molecule of C17H20N4O6S, computed with ωB97M-V/def2-TZVPD.

## Properties
electronic energy: -1728.50458 a.u.
structure (SMILES): Cn1c(NC(=O)c2ccc(S(=O)(=O)N3CCOCC3)cc2)cc(=O)n(C)c1=O
total charge: 0
molecular weight: 408.44 g/mol
strongest force on any atom: 0.020 Eh/bohr

Last column: Mulliken charge in e.
Cartesian coordinates (Å):
C  -2.344  0.721  -3.890  -1.176
N  -1.162  0.110  -4.462  0.040
C  -0.259  -0.576  -3.711  0.485
N  -0.437  -0.618  -2.316  -0.176
C  -0.462  0.470  -1.479  0.403
O  -0.499  1.614  -1.867  -0.582
C  -0.482  0.113  -0.028  0.636
C  -1.264  0.903  0.813  -0.599
C  -1.316  0.635  2.169  -0.556
C  -0.571  -0.412  2.679  -0.051
S  -0.560  -0.707  4.451  1.278
O  -0.166  -2.062  4.684  -0.718
O  -1.785  -0.219  5.005  -0.719
N  0.661  0.266  5.022  0.026
C  0.435  1.692  4.972  -0.414
C  1.452  2.366  5.898  -0.704
O  2.769  2.024  5.533  -0.389
C  2.971  0.632  5.598  -0.703
C  2.010  -0.104  4.660  -0.410
C  0.230  -1.188  1.863  -0.581
C  0.272  -0.931  0.504  -0.751
C  0.766  -1.253  -4.280  -0.470
C  0.977  -1.239  -5.705  0.346
O  1.870  -1.819  -6.284  -0.653
N  0.044  -0.465  -6.400  -0.046
C  0.175  -0.359  -7.843  -1.118
C  -1.022  0.197  -5.849  0.602
O  -1.817  0.811  -6.522  -0.642
H  -2.809  0.037  -3.180  0.368
H  -2.089  1.654  -3.385  0.314
H  -3.028  0.934  -4.710  0.408
H  -0.215  -1.509  -1.894  0.307
H  -1.825  1.720  0.386  0.468
H  -1.935  1.211  2.838  0.513
H  -0.584  1.874  5.309  0.409
H  0.565  2.076  3.947  0.306
H  1.385  3.452  5.820  0.344
H  1.256  2.055  6.934  0.363
H  4.007  0.459  5.304  0.344
H  2.812  0.276  6.626  0.362
H  2.096  -1.184  4.778  0.413
H  2.230  0.178  3.618  0.301
H  0.794  -1.995  2.304  0.512
H  0.920  -1.525  -0.125  0.439
H  1.476  -1.800  -3.685  0.434
H  -0.718  -0.756  -8.326  0.318
H  0.290  0.687  -8.127  0.320
H  1.052  -0.933  -8.133  0.396

Forces on the atoms, in the same order (eV/Å):
C -0.5 0.4 0.1
N 0.0 0.1 0.0
C 0.7 -0.3 -0.3
N -0.1 -0.4 -0.1
C 0.0 0.0 0.0
O 0.1 0.1 0.0
C 0.0 0.1 0.4
C 0.1 -0.1 -0.1
C -0.1 0.1 0.0
C 0.0 -0.1 0.6
S 0.2 0.1 0.1
O 0.2 0.0 -0.3
O 0.0 0.3 -0.2
N -0.8 -0.7 -0.1
C 0.0 0.6 0.1
C -0.3 0.0 -0.1
O 0.1 0.1 -0.1
C -0.1 -0.3 -0.1
C 0.6 -0.1 0.0
C 0.1 -0.2 0.0
C -0.1 0.1 0.0
C -0.1 0.0 0.3
C -0.2 0.0 0.2
O 0.2 -0.1 0.0
N 0.1 0.0 -0.2
C 0.0 0.0 -0.3
C 0.0 -0.1 0.2
O -0.1 0.2 -0.2
H 0.0 0.0 0.0
H -0.1 -0.1 -0.1
H 0.1 -0.1 0.2
H -0.1 0.1 -0.1
H 0.0 0.1 0.0
H -0.1 0.1 0.0
H 0.1 0.2 0.0
H 0.0 0.0 0.1
H -0.1 -0.1 0.0
H 0.0 0.1 -0.1
H -0.1 -0.1 0.0
H 0.0 0.0 -0.1
H 0.2 0.0 0.0
H 0.0 0.0 0.1
H 0.1 -0.1 0.0
H 0.1 -0.1 0.0
H 0.1 0.0 0.1
H 0.0 0.0 0.0
H 0.0 0.0 0.0
H -0.1 0.1 0.0